(1)
Molecular formula: C29H23FeNPS3
Method: DFT, ωB97M-V with the def2-TZVPD basis set

```
58
Properties=species:S:1:pos:R:3:forces:R:3
Fe -0.029435 0.225978 0.293812 -0.22 -0.13 -0.03
S -0.722191 -2.034376 4.035423 -0.12 -0.04 0.08
C -0.489731 -1.154630 2.692560 0.27 -0.08 0.06
S -0.122522 0.530817 2.572162 -0.10 0.02 -0.15
S -0.489971 -1.779917 1.063440 -0.05 0.03 -0.10
C -1.179096 1.376713 -5.963022 -0.01 -0.01 -0.01
C -1.816885 0.195736 -5.621356 -0.01 0.00 -0.01
C -1.531685 -0.435028 -4.415060 -0.03 0.03 0.06
C -0.609967 0.120347 -3.534202 0.06 0.00 -0.10
C 0.034841 1.307957 -3.892841 0.03 0.01 0.01
C -0.244991 1.932029 -5.095908 0.00 -0.02 0.03
P -0.114574 -0.646209 -1.944728 0.07 0.02 0.26
C -0.950377 -2.261235 -1.961961 -0.08 0.05 -0.11
C -0.268541 -3.457744 -2.141041 0.02 -0.03 -0.01
C -0.953722 -4.665422 -2.083550 0.00 0.01 0.00
C -2.319540 -4.682649 -1.853999 -0.01 0.01 0.01
C -3.007531 -3.488760 -1.670434 0.01 -0.01 -0.01
C -2.324173 -2.286976 -1.714259 0.02 0.03 0.01
C 1.626598 -0.976645 -2.253647 -0.04 -0.06 0.00
C 2.151376 -1.394266 -3.449533 0.00 -0.04 0.06
C 3.529853 -1.658157 -3.549711 -0.04 -0.01 -0.09
C 4.338127 -1.485523 -2.460882 0.07 0.00 0.05
C 3.826313 -1.025255 -1.226244 -0.10 0.05 -0.03
C 4.659455 -0.787312 -0.108368 0.08 -0.04 -0.07
C 4.120105 -0.289250 1.035134 -0.06 0.05 0.12
C 2.732396 -0.019429 1.136316 0.03 -0.02 -0.13
C 1.868570 -0.244582 0.087831 0.04 0.23 0.27
C 2.436818 -0.758687 -1.115655 0.13 -0.03 -0.18
H -1.401534 1.861554 -6.904772 0.00 0.00 0.00
H -2.535825 -0.248288 -6.297855 0.00 0.00 0.00
H -2.025903 -1.365373 -4.169711 0.00 -0.01 0.01
H 0.773278 1.740247 -3.224672 -0.01 0.00 0.00
H 0.268327 2.847510 -5.360168 0.00 0.00 0.00
H 0.800832 -3.454728 -2.306860 -0.01 0.01 0.00
H -0.412044 -5.593557 -2.210867 0.00 0.00 0.00
H -2.849010 -5.625193 -1.802173 0.00 0.00 0.00
H -4.071366 -3.497672 -1.472768 0.00 0.00 0.00
H -2.857139 -1.359781 -1.530619 0.00 0.00 0.00
H 1.508293 -1.523491 -4.312521 0.01 -0.01 -0.01
H 3.945764 -1.994708 -4.490529 0.00 0.00 0.00
H 5.401255 -1.684671 -2.534330 0.00 0.00 -0.01
H 5.719661 -0.998380 -0.184981 0.00 0.01 0.00
H 4.749620 -0.096617 1.895340 0.00 0.00 -0.01
H 2.362687 0.361098 2.074319 -0.02 0.01 0.04
C -3.737257 5.503485 -0.607661 0.01 -0.01 0.00
C -2.858149 4.303963 -0.413577 -0.03 0.04 -0.02
C -2.561634 3.431156 -1.449909 0.02 -0.01 -0.01
C -1.747279 2.339219 -1.215681 -0.10 0.00 0.02
N -1.208741 2.052628 -0.024585 0.10 -0.06 -0.05
C -1.501150 2.895531 0.979814 0.07 0.05 -0.07
C -2.301769 4.008623 0.825275 0.04 -0.01 0.04
H -4.067456 5.592047 -1.640919 0.00 0.00 0.00
H -3.205099 6.415758 -0.335257 0.00 0.00 0.00
H -4.618800 5.437112 0.031405 0.00 0.00 0.00
H -2.958566 3.588534 -2.444529 0.00 0.00 0.00
H -1.527284 1.660547 -2.020861 -0.02 0.01 0.00
H -1.084490 2.655656 1.944981 0.00 0.00 0.03
H -2.491142 4.640968 1.683194 0.00 -0.01 0.00
```
Forces are in eV/Å.

As for the HOMO energy (alpha / beta): -7.46 / -7.46 eV. As for the multiplicity: 2. For the energy above the lowest of the compared OMol25 structures with the same formula, charge and spin, the calculation gives 34.6 kJ/mol. The calculation puts the LUMO energy (alpha / beta) at -0.7 / 0.0 eV. The total energy comes out at -108118.4414 eV. As for the total charge: 0.

(2)
Molecular formula: C29H23N3PRuSe
Method: DFT, ωB97M-V with the def2-TZVPD basis set

```
58
Properties=species:S:1:pos:R:3:forces:R:3
Ru 0.739965 0.173746 1.529404 -0.76 1.92 0.30
C 2.786975 1.195467 2.223355 0.34 -0.45 0.64
C 2.219792 1.962635 1.192054 0.11 -0.28 -0.27
C 0.933540 2.468304 1.321761 -0.56 0.01 0.17
C 0.170551 2.186220 2.491900 0.20 -0.10 -0.31
C 0.718685 1.392018 3.506761 -0.44 -0.11 -0.22
C 2.038636 0.921238 3.376287 0.73 -0.21 -0.46
H 3.796138 0.816467 2.124020 -0.02 0.05 0.07
H 2.790973 2.162568 0.292332 -0.04 -0.04 0.10
H 0.514954 3.086433 0.536956 -0.02 0.01 0.08
H -0.838652 2.567445 2.586632 0.06 -0.02 -0.02
H 0.145286 1.167565 4.396672 -0.02 0.01 -0.02
H 2.483070 0.348250 4.177888 0.05 -0.02 0.00
C -1.743002 2.194204 -5.862501 0.02 0.01 0.12
C -2.333672 2.802148 -4.763011 0.20 -0.20 1.40
C -1.909015 2.469981 -3.458514 -0.51 0.41 -1.12
C -0.893425 1.506417 -3.276367 0.00 0.46 0.14
C -0.292840 0.906573 -4.401209 -0.04 0.28 -1.18
C -0.731387 1.257728 -5.694665 0.55 -0.62 1.17
P -0.356718 1.125697 -1.652099 -1.02 -2.04 0.33
C 1.206733 0.302322 -1.454051 0.41 0.56 -0.08
C 2.366168 0.775778 -2.076799 -0.36 -0.03 0.06
C 3.579294 0.138322 -1.833034 0.04 -0.10 0.06
C 3.662421 -0.937555 -0.957891 -0.03 0.13 -0.13
C 2.512203 -1.422543 -0.341667 -0.52 0.21 -0.12
C 1.269562 -0.806416 -0.571101 0.45 -0.26 -0.20
C -1.551867 0.606222 -0.456778 0.48 0.77 -1.06
C -2.910326 0.536587 -0.831486 -0.95 0.15 -0.08
C -3.877059 0.253527 0.110942 0.09 0.22 -1.45
C -3.522468 0.069008 1.438916 0.58 0.00 1.00
C -2.194275 0.121468 1.828178 -0.68 -0.02 0.03
C -1.187197 0.350274 0.896607 1.68 -0.90 0.84
H -2.071645 2.454742 -6.859179 0.00 0.03 -0.04
H -3.115948 3.534680 -4.916270 0.04 -0.01 0.15
H -2.351620 2.959378 -2.602054 -0.07 0.11 -0.01
H 0.482077 0.165930 -4.272646 0.08 -0.06 -0.09
H -0.291234 0.786817 -6.565258 0.05 -0.05 0.14
H 2.332618 1.627791 -2.740791 0.00 0.10 -0.06
H 4.471431 0.491362 -2.329873 0.05 0.04 -0.05
H 4.614687 -1.418033 -0.787578 0.07 -0.02 0.03
H 2.563331 -2.302577 0.289110 -0.05 0.02 -0.04
H 0.347528 -1.356620 -0.355030 0.03 0.05 0.23
H -3.196809 0.698552 -1.862507 -0.05 0.00 0.02
H -4.915028 0.192756 -0.186568 0.01 -0.05 -0.05
H -4.288528 -0.120093 2.179058 -0.06 -0.02 0.02
H -1.950148 -0.032411 2.875545 0.03 -0.06 -0.17
Se -1.841000 -4.066626 -0.064488 0.14 0.21 0.63
N -1.541791 -4.815234 1.484014 0.12 -0.58 0.05
C -0.767082 -4.021280 2.209650 -0.60 -0.02 -0.47
C -0.253838 -4.341088 3.482911 0.20 -0.02 0.37
C 0.552661 -3.415232 4.075338 -0.18 -0.12 -0.19
C 0.797259 -2.185404 3.427865 -0.49 -0.25 -0.49
N 0.309200 -1.815949 2.246580 0.20 0.20 0.27
C -0.469937 -2.760821 1.600136 0.09 0.13 -0.54
N -0.945800 -2.598022 0.372593 0.10 0.36 0.20
H -0.488743 -5.293622 3.936502 -0.01 -0.04 0.03
H 1.004177 -3.590945 5.038388 0.04 -0.01 0.08
H 1.421129 -1.476139 3.925039 0.23 0.29 0.17
```
Forces are in eV/Å.

As for the HOMO energy (alpha / beta): -16.73 / -17.20 eV. As for the multiplicity: 1. For the energy above the lowest of the compared OMol25 structures with the same formula, charge and spin, the calculation gives 93.6 kJ/mol. The calculation puts the LUMO energy (alpha / beta) at -12.3 / -12.1 eV. The total energy comes out at -112104.2590 eV. As for the total charge: +3.

(3)
Molecular formula: C29H23NO5
Method: DFT, ωB97M-V with the def2-TZVPD basis set

```
58
Properties=species:S:1:pos:R:3:forces:R:3
C -1.229141 -0.504283 2.699175 0.29 -0.11 0.13
C 0.066612 -0.373680 1.915519 0.27 0.47 -0.59
C 1.368658 -0.724278 2.604229 -0.23 -0.06 -0.02
O -0.021790 -1.202817 0.743337 -0.89 0.13 0.09
C -0.933836 -0.816599 -0.208788 0.14 -1.81 0.03
O -1.575046 -1.660317 -0.801471 1.09 1.18 0.68
C -0.895232 0.656182 -0.568579 -2.48 -0.02 1.19
C -2.299280 1.008940 -1.163234 0.68 -0.08 -0.19
C -3.478808 0.664473 -0.251952 -0.74 0.14 -0.25
C -4.064118 1.632668 0.583731 0.05 -0.11 0.00
C -5.265088 1.386559 1.248631 0.01 0.06 -0.01
C -5.925191 0.162115 1.086657 0.41 0.06 -0.08
C -7.199573 -0.075253 1.716443 -2.12 -0.37 1.04
N -8.243921 -0.264971 2.211509 2.31 0.41 -1.07
C -5.336784 -0.827991 0.292830 0.01 0.00 -0.07
C -4.142941 -0.568409 -0.374147 0.01 0.00 0.07
C -0.747086 1.482932 0.680245 0.18 1.25 1.27
O -1.305529 2.534905 0.911389 0.89 -1.43 -0.39
O 0.235630 1.008929 1.514185 -0.87 -0.05 0.18
H -2.080191 -0.198429 2.071616 0.16 -0.08 0.23
H -1.360868 -1.549983 2.989716 -0.06 0.16 0.01
H -1.184022 0.133333 3.586617 -0.09 -0.11 -0.13
H 2.181203 -0.535626 1.896560 -0.12 -0.06 0.13
H 1.500037 -0.074102 3.475770 -0.05 -0.25 -0.11
H 1.375138 -1.782149 2.885659 -0.02 0.24 0.06
H -2.296563 2.091480 -1.356195 -0.09 -0.38 -0.13
H -2.390229 0.441041 -2.100586 -0.10 0.34 0.19
H -3.564095 2.592343 0.715654 -0.24 -0.27 -0.09
H -5.709063 2.157451 1.883104 0.16 -0.25 -0.24
H -5.828461 -1.796620 0.175970 0.15 0.35 0.02
H -3.708926 -1.347269 -0.996859 -0.21 0.26 0.10
C 4.529259 -4.277755 -1.843845 -0.06 0.41 0.01
C 3.242355 -4.149659 -2.388309 0.09 0.26 0.17
C 2.514728 -2.977205 -2.187360 0.31 0.33 0.41
C 3.060586 -1.907544 -1.433412 0.83 -1.28 -0.26
C 2.308758 -0.690364 -1.193757 -2.12 0.80 -0.17
O 2.934106 0.191321 -0.361520 0.63 0.29 -0.01
C 2.553019 1.519646 -0.358675 0.28 -0.20 0.10
C 1.323552 1.921943 -0.842594 0.00 0.43 -0.28
C 1.015988 3.301208 -0.792423 0.42 -0.52 -0.20
C 1.966470 4.205071 -0.327386 -0.07 0.09 -0.16
C 3.212464 3.760713 0.135268 -0.19 -0.06 0.40
C 3.489614 2.404252 0.181274 -0.35 -0.14 -0.35
C 0.371954 0.870465 -1.407223 0.53 0.65 -0.75
C 1.056971 -0.433138 -1.633553 1.74 -0.52 -0.51
C 4.371022 -2.036091 -0.928837 -0.42 -0.08 -0.10
C 5.092668 -3.208900 -1.128234 -0.23 -0.41 -0.29
H 5.095726 -5.197033 -1.998043 -0.14 0.27 0.06
H 2.800794 -4.959356 -2.976903 0.20 0.27 0.27
H 1.508009 -2.875533 -2.596716 0.37 -0.17 0.08
H 0.032175 3.646526 -1.126601 0.42 -0.09 0.09
H 1.736360 5.271494 -0.337781 0.08 -0.31 0.06
H 3.949131 4.465015 0.523676 -0.26 -0.11 -0.16
H 4.399837 1.982237 0.601865 -0.08 0.24 -0.18
H 0.064965 1.241490 -2.389831 -0.33 0.03 0.03
H 0.507938 -1.216062 -2.160680 0.33 0.48 -0.06
H 4.815901 -1.215731 -0.368335 -0.16 -0.21 -0.16
H 6.104128 -3.287605 -0.726772 -0.29 -0.03 -0.12
```
Forces are in eV/Å.

As for the HOMO energy: -8.39 eV. As for the multiplicity: 1. For the energy above the lowest of the compared OMol25 structures with the same formula, charge and spin, the calculation gives 0.0 kJ/mol. The calculation puts the LUMO energy at 0.1 eV. The total energy comes out at -42173.6743 eV. The SMILES is CC1(C)OC(=O)C(Cc2ccc(C#N)cc2)([C@@H]2C=C(c3ccccc3)Oc3ccccc32)C(=O)O1. As for the total charge: 0.

- Among the records above, which one has the highest multiplicity?
  C29H23FeNPS3